No. 1
# C27H68F9InO8PS

A molecular structure, C27H68F9InO8PS in a non-equilibrium geometry (wB97M-V/def2-TZVPD, the OMol25 dataset).

Geometry (Å):
C 7.3427 -0.0296 -4.0213
P 6.8144 -1.6651 -4.6737
O 5.3809 -1.1294 -5.4351
In 6.3974 -3.1140 -2.6277
C 8.2130 -4.3624 -2.2879
C 4.5728 -4.4391 -2.6785
C 3.5248 -4.0468 -3.7374
C 2.3050 -3.2552 -3.3314
F 1.6901 -2.8386 -4.4788
F 1.4129 -4.0558 -2.6942
C 2.5307 -1.9633 -2.5161
F 3.0446 -1.0341 -3.3588
F 3.3919 -2.1361 -1.4899
S 0.9287 -1.2136 -1.7458
F 0.7784 -2.4735 -0.8043
F 0.0046 -1.8807 -2.8276
F 1.0038 0.1044 -2.6237
F 1.7622 -0.4748 -0.6161
F -0.3886 -0.6224 -1.0799
H 7.5688 0.6072 -4.8673
H 6.5204 0.4408 -3.4902
H 8.1892 -0.1473 -3.3606
H 5.2064 -1.7183 -6.1677
H 6.2336 -2.0306 -1.1975
H 9.0245 -3.7448 -1.9167
H 8.0356 -5.1431 -1.5561
H 8.5774 -4.8069 -3.2085
H 4.9291 -5.4411 -2.8650
H 4.1455 -4.4102 -1.6852
H 3.9889 -3.5482 -4.5789
H 3.0803 -4.9513 -4.1454
C 1.5571 2.4053 -6.5573
C 2.8404 1.6045 -6.3748
C 2.5762 0.1115 -6.4989
O 3.4264 1.9090 -5.1141
H 0.8291 2.1429 -5.7847
H 1.7543 3.4751 -6.4676
H 1.1052 2.2144 -7.5333
H 3.5714 1.9123 -7.1246
H 1.8775 -0.2127 -5.7273
H 3.4944 -0.4577 -6.3616
H 2.1494 -0.1326 -7.4763
H 2.8128 1.6290 -4.4268
C -2.7403 -0.0047 2.8255
C -3.1553 1.1422 1.9155
C -3.8133 0.6330 0.6415
O -2.0185 1.9396 1.5912
H -2.0084 -0.6443 2.3246
H -2.2686 0.3756 3.7323
H -3.5972 -0.6186 3.1100
H -3.8494 1.7972 2.4447
H -3.1153 0.0103 0.0757
H -4.0998 1.4674 0.0013
H -4.7032 0.0407 0.8624
H -1.3932 1.3784 1.1187
C -5.1267 0.0542 6.4596
C -6.1464 1.1751 6.3341
C -5.7239 2.1969 5.2898
O -6.3312 1.8125 7.6005
H -4.1570 0.4506 6.7724
H -5.4399 -0.6669 7.2148
H -4.9930 -0.4687 5.5117
H -7.1172 0.7571 6.0655
H -4.7729 2.6599 5.5663
H -6.4614 2.9968 5.2141
H -5.6089 1.7356 4.3079
H -5.4864 2.1911 7.8646
C 1.9787 0.8341 2.1815
C 1.8068 0.8377 3.6912
C 0.6996 1.7948 4.1003
O 3.0340 1.1830 4.3363
H 2.2623 1.8279 1.8242
H 2.7679 0.1447 1.8827
H 1.0552 0.5390 1.6815
H 1.5618 -0.1688 4.0328
H 0.9409 2.8198 3.8064
H 0.5657 1.7935 5.1839
H -0.2427 1.5171 3.6285
H 3.2770 2.0671 4.0446
C -0.2719 2.8108 -11.7372
C 0.4706 1.4988 -11.5272
C -0.0807 0.7331 -10.3345
O 1.8652 1.7437 -11.3582
H -0.1575 3.4561 -10.8621
H 0.1347 3.3468 -12.5953
H -1.3371 2.6423 -11.9035
H 0.3851 0.8859 -12.4254
H 0.0390 1.3171 -9.4186
H 0.4611 -0.2024 -10.1957
H -1.1405 0.5064 -10.4619
H 1.9774 2.2808 -10.5669
C -9.6543 2.8916 9.7988
C -10.0359 4.0304 8.8680
C -10.6614 3.5112 7.5817
O -8.8872 4.8226 8.5718
H -8.9133 2.2490 9.3154
H -9.2041 3.2774 10.7139
H -10.5190 2.2818 10.0665
H -10.7386 4.6970 9.3698
H -9.9510 2.8772 7.0444
H -10.9253 4.3396 6.9236
H -11.5602 2.9268 7.7845
H -8.2469 4.2513 8.1318
C 3.7899 -3.5745 6.2373
C 3.4668 -3.2442 4.7872
C 1.9667 -3.1206 4.5664
O 4.0133 -4.2368 3.9234
H 3.3458 -4.5345 6.5176
H 4.8677 -3.6584 6.3771
H 3.4090 -2.8075 6.9136
H 3.9528 -2.3081 4.5117
H 1.4658 -4.0670 4.7913
H 1.7524 -2.8810 3.5242
H 1.5374 -2.3422 5.2000
H 3.6004 -5.0781 4.1420

Values from the calculation:
E_LUMO: 0.060 Eh
charge: -1
HOMO energy: -3.5 eV


No. 2
# C6H12O2

2 unconnected molecules or ions with the total composition C6H12O2 in a non-equilibrium geometry (wB97M-V/def2-TZVPD, the OMol25 dataset).

Geometry (Å):
C 2.6132 0.9370 0.4207
C 1.3169 0.1115 0.2221
C 0.9878 -0.2233 -1.1105
C -0.1280 -0.8387 -1.6798
C -1.5126 -0.6711 -1.0464
O -1.9212 0.7252 -0.9617
C 0.4258 -0.1557 1.3552
H 3.2694 0.5281 1.1847
H 3.1658 0.9082 -0.5606
H 2.3618 2.0246 0.7347
H 1.7569 -0.0086 -1.9652
H -0.1645 -1.2980 -2.6997
H -1.6485 -0.9825 -0.0569
H -2.1651 -1.1805 -1.6666
H -0.4678 0.4414 1.3115
H 1.0174 -0.3322 2.2597
H -0.1042 -1.1620 1.2082
H -2.4046 0.6340 -0.1113
H -3.6127 0.4702 1.7224
O -2.7857 0.0724 1.4392

Values from the calculation:
<S²>: 0.7876
E_LUMO (spin up / spin down): 0.137 / 0.129 Eh
ΔE to the lowest compared entry with this formula, charge and spin: 113.4 kJ/mol
2S+1: 2
charge: -1
HOMO energy (spin up / spin down): -3.3 / -3.4 eV


No. 3
# C5H8OS

C5H8OS in the gas phase in a non-equilibrium geometry (wB97M-V/def2-TZVPD, the OMol25 dataset).

Geometry (Å):
C -0.4306 -0.7154 -0.4633
C -1.0996 0.6292 -0.9458
C -0.4812 1.5171 0.1768
C -0.3337 0.7754 1.4358
C -0.6289 -0.6397 1.0382
H 1.9598 -0.0454 -1.0640
H -1.1330 -1.4584 -0.7119
H -0.8674 1.1321 -1.9932
H -2.2147 0.4207 -0.8247
H -0.8463 2.5310 0.3283
H -0.6861 1.1874 2.5545
H -0.1220 -1.3461 1.7048
H -1.7330 -0.4399 1.3397
O 0.7192 1.3844 0.7612
S 1.1083 -1.4035 -0.9296

Values from the calculation:
structure (SMILES): S[C@@H]1C[C@@H]2O[C@@H]2C1
E_LUMO: 0.028 Eh
ΔE to the lowest compared entry with this formula, charge and spin: 344.7 kJ/mol
HOMO energy: -8.9 eV


No. 4
# C22H32AsBNOPW

A molecular structure, C22H32AsBNOPW in a non-equilibrium geometry (wB97M-V/def2-TZVPD, the OMol25 dataset).

Geometry (Å):
W 0.2058 1.3384 -1.4205
H -2.1687 0.7212 -0.1267
H 1.7456 0.9346 -1.7380
P -1.5968 1.3044 -2.9126
C -3.3269 1.1510 -2.3361
H -4.0292 1.5233 -3.1138
H -3.5421 0.0954 -2.0789
H -3.4853 1.7612 -1.4343
C -1.6103 2.9587 -3.7396
H -0.8710 2.9700 -4.5518
H -2.6183 3.1273 -4.1453
H -1.3656 3.7481 -3.0169
C -1.6036 0.1099 -4.3002
H -1.9716 -0.8443 -3.9035
H -2.2786 0.5008 -5.0734
H -0.5914 -0.0348 -4.6924
C 1.2047 0.0573 -2.6723
O 1.7217 -0.7233 -3.4060
H 3.3817 2.5212 -1.2124
H 2.9491 2.6323 -2.8476
H 1.0887 4.6392 -1.9319
H 0.8254 3.0824 -0.5578
B 1.5802 3.6295 -1.5293
N 2.8773 3.1542 -1.9113
H -2.0803 1.4850 -0.0747
H -0.6611 -0.1244 -1.5854
C -0.8771 -4.9006 0.7358
C -1.7798 -3.9836 0.1990
C -1.4276 -2.6311 0.0766
C -0.1549 -2.2009 0.4941
C 0.7469 -3.1263 1.0313
C 0.3903 -4.4779 1.1428
As 0.1560 -0.1819 0.4824
C -0.7356 0.0421 2.2975
C -1.8257 0.8980 2.4539
C -2.5399 0.9645 3.6445
C -2.1270 0.2063 4.7453
C -1.0282 -0.6465 4.6187
C -0.3393 -0.7505 3.3946
C 2.0274 -0.2410 1.1786
C 2.3928 0.5242 2.2938
C 3.7342 0.5918 2.6824
C 4.7117 -0.0871 1.9550
C 4.3546 -0.8266 0.8128
C 3.0069 -0.8846 0.4230
H -1.1595 -5.9426 0.8436
H -2.7744 -4.3125 -0.1159
H -2.1484 -1.9087 -0.3174
H 1.7295 -2.8068 1.3875
H 1.1012 -5.1883 1.5609
H -2.1849 1.5529 1.6677
H -3.4037 1.6236 3.6894
H -2.6649 0.3072 5.6898
H -0.6982 -1.2382 5.4854
H 0.5014 -1.4391 3.3074
H 1.6275 1.0448 2.8538
H 4.0183 1.1713 3.5653
H 5.7581 -0.0498 2.2618
H 5.1154 -1.3570 0.2333
H 2.7173 -1.4636 -0.4616

Values from the calculation:
<S²>: 3.7859
E_LUMO (spin up / spin down): -0.400 / -0.490 Eh
ΔE to the lowest compared entry with this formula, charge and spin: 179.8 kJ/mol
2S+1: 4
charge: +3
HOMO energy (spin up / spin down): -16.9 / -17.6 eV


No. 5
# C9H17N5O

C9H17N5O in the gas phase in a non-equilibrium geometry (wB97M-V/def2-TZVPD, the OMol25 dataset).

Geometry (Å):
C 1.3033 1.9412 3.7723
C 1.9924 2.0258 2.4162
C 1.1879 1.3108 1.3328
C 1.8767 1.4032 -0.0344
C 1.0533 0.6933 -1.0834
O 0.3765 1.2544 -1.9108
N 1.1149 -0.6754 -0.9675
C 0.4997 -1.6107 -1.7683
N 1.0513 -2.7713 -2.0654
N 0.1637 -3.4192 -2.8040
N -0.8873 -2.7364 -2.9668
N -0.7373 -1.5708 -2.3245
C -1.8169 -0.6275 -2.2308
H -1.4505 0.3612 -2.5173
C -2.3938 -0.5856 -0.8140
C -3.0004 -1.9214 -0.4016
H -3.4029 -1.8597 0.6064
H -3.8047 -2.1981 -1.0789
H -2.2548 -2.7134 -0.4218
H -3.1582 0.1920 -0.7878
H -1.6064 -0.3005 -0.1119
H -2.5719 -0.9686 -2.9419
H 1.8696 -1.0735 -0.4249
H 1.9681 2.4492 -0.3284
H 2.8752 0.9653 0.0218
H 0.1956 1.7621 1.2628
H 1.0591 0.2621 1.6132
H 2.1200 3.0736 2.1377
H 2.9860 1.5769 2.4845
H 0.3189 2.4018 3.7297
H 1.1833 0.9040 4.0776
H 1.8898 2.4554 4.5294

Values from the calculation:
structure (SMILES): CCCCC(=O)Nc1nnnn1CCC
E_LUMO: 0.022 Eh
ΔE to the lowest compared entry with this formula, charge and spin: 6.6 kJ/mol
HOMO energy: -9.8 eV


No. 6
# C17H21N3O3

C17H21N3O3 in the gas phase in a non-equilibrium geometry (wB97M-V/def2-TZVPD, the OMol25 dataset).

Geometry (Å):
C 3.6363 1.9643 -0.9449
O 4.6811 1.0181 -0.5785
C 5.0542 0.1446 -1.5512
C 3.9762 -1.1590 -1.6323
H 2.9548 -0.9578 -2.0562
H 4.2279 -1.9002 -2.3207
C 3.7264 -2.0009 -0.1081
N 2.9672 -1.1595 0.5653
C 1.8804 -1.7577 1.1595
O 1.6145 -2.9614 0.9993
C 1.1203 -0.7097 2.2942
N 0.3513 0.2567 1.5198
N -0.7552 -0.3035 1.1554
C -1.4943 0.8552 0.6979
C -1.0004 2.0467 0.2490
C 0.2067 2.3233 0.8765
C 1.1367 1.2100 1.4647
O 2.2234 1.4687 1.8528
H 0.8324 3.4248 0.4972
H -1.6238 2.8363 -0.0270
C -2.9175 0.3516 0.1990
C -4.0127 1.3751 0.2506
C -5.1687 0.9706 -0.1994
C -5.5101 -0.4423 -0.2485
C -4.4256 -1.2438 -0.4609
C -3.0729 -0.9787 0.1229
H -2.3550 -1.9029 0.2858
H -4.5917 -2.3063 -0.3726
C -6.8955 -0.9944 -0.6981
H -6.7465 -1.5190 -1.6941
H -7.4939 -0.0110 -0.9461
H -7.2345 -1.6800 -0.1934
H -5.9146 1.6279 -0.3777
H -3.7367 2.2073 0.2172
H 0.4225 -1.6083 2.7936
H 1.9307 -0.2583 3.0124
H 3.2749 -0.2234 0.7600
H 4.8174 -1.9944 0.4096
H 3.3365 -2.8089 -0.4090
H 5.7588 -0.1829 -1.1043
H 5.0873 0.4369 -2.3568
H 3.8399 2.6134 -1.6376
H 2.5461 1.4484 -1.3045
H 3.3457 2.4845 -0.1609

Values from the calculation:
structure (SMILES): COCCCNC(=O)Cn1nc(-c2ccc(C)cc2)ccc1=O
E_LUMO: -0.025 Eh
ΔE to the lowest compared entry with this formula, charge and spin: 1846.1 kJ/mol
HOMO energy: -8.4 eV


No. 7
# C56H64BClN9O3TeTl

A molecular structure, C56H64BClN9O3TeTl in a non-equilibrium geometry (wB97M-V/def2-TZVPD, the OMol25 dataset).

Geometry (Å):
Tl 0.6472 -0.0911 -0.1641
C 1.8655 3.0766 -1.5354
C 1.3588 4.2316 -0.6719
C 2.4816 4.7818 0.2170
C 0.1724 3.8514 0.1675
C -0.7918 4.7318 0.6891
C -1.6615 3.9157 1.3771
N -1.2343 2.6447 1.2629
N -0.1064 2.6052 0.5336
B -1.9638 1.4171 1.8592
N -2.5191 -1.0219 1.1243
C -2.9350 -1.4115 2.3432
C -2.8954 -2.7861 2.3776
C -2.4452 -3.1617 1.0984
N -2.2129 -2.0810 0.3612
C -2.3207 -4.5563 0.5498
C -1.6187 -4.5723 -0.8072
C -1.6434 -5.4890 1.5658
N -1.0777 0.7566 2.9461
C -1.3187 0.9301 4.2599
C -0.2991 0.3431 4.9713
C 0.5574 -0.1766 3.9859
N 0.0685 0.0739 2.7731
C 1.8121 -0.9511 4.2805
C 1.4298 -2.3636 4.7435
C 2.7672 -0.9820 3.0909
H 2.5354 3.4500 -2.3124
H 2.4170 2.3557 -0.9307
H 1.0327 2.5604 -2.0155
H 1.0303 5.0410 -1.3322
H 2.7517 4.0418 0.9722
H 3.3688 5.0138 -0.3776
H 2.1605 5.6907 0.7275
H -0.8480 5.8020 0.5769
H -2.5514 4.1553 1.9351
H -2.9121 1.8339 2.4663
H -3.2402 -0.6954 3.0847
H -3.1504 -3.4244 3.2073
H -3.3388 -4.9328 0.3952
H -0.5909 -4.2239 -0.7192
H -1.6239 -5.5857 -1.2131
H -2.1281 -3.9132 -1.5116
H -1.2112 -6.3571 1.0641
H -0.8505 -4.9736 2.1042
H -2.3571 -5.8478 2.3083
H -2.1955 1.4526 4.6033
H -0.1778 0.2988 6.0410
H 2.3103 -0.4512 5.1175
H 0.9116 -2.8964 3.9458
H 2.3104 -2.9424 5.0302
H 0.7552 -2.3112 5.5982
H 2.2281 -1.2561 2.1861
H 3.2021 0.0053 2.9336
H 3.5789 -1.6947 3.2529
C -6.4650 -3.2176 -7.2198
C -5.6502 -2.5604 -6.1368
C -5.6591 -3.0265 -4.8367
C -4.8985 -2.4154 -3.8372
C -5.0783 -3.0002 -2.4482
C -4.0947 -1.2975 -4.1203
Te -2.9261 -0.4880 -2.3377
N -1.4342 -0.1590 -3.5479
C -0.1468 -0.3294 -3.3477
O 0.4944 -0.7184 -2.3466
C 0.6098 -0.0052 -4.6272
C 0.4251 -0.8283 -5.7346
C 1.0857 -0.5637 -6.9238
C 1.9180 0.5431 -7.0249
C 2.0817 1.3832 -5.9335
C 1.4309 1.1088 -4.7382
C -3.7517 1.4233 -2.7827
C -2.8529 2.4617 -2.9804
C -3.3019 3.7341 -3.2926
C -4.6634 3.9688 -3.4093
C -5.5616 2.9352 -3.2007
C -5.1257 1.6538 -2.8681
C -6.1420 0.5760 -2.5971
C -4.1230 -0.7943 -5.4409
C -3.4282 0.4756 -5.8622
C -4.8827 -1.4371 -6.4128
H -6.8987 -4.1537 -6.8688
H -5.8426 -3.4269 -8.0913
H -7.2753 -2.5592 -7.5404
H -6.2840 -3.8754 -4.5717
H -6.0956 -2.8012 -2.1005
H -4.3894 -2.5883 -1.7171
H -4.9438 -4.0836 -2.4718
H -0.2470 -1.6740 -5.6529
H 0.9361 -1.2123 -7.7787
H 2.4356 0.7519 -7.9532
H 2.7101 2.2616 -6.0178
H 1.5565 1.7650 -3.8846
H -1.7939 2.2542 -2.8886
H -2.5933 4.5369 -3.4539
H -5.0299 4.9578 -3.6569
H -6.6273 3.1209 -3.2834
H -7.0356 1.0017 -2.1372
H -5.7258 -0.1745 -1.9248
H -6.4383 0.0806 -3.5233
H -2.4821 0.5885 -5.3444
H -4.0557 1.3361 -5.6130
H -3.2602 0.4791 -6.9408
H -4.8899 -1.0314 -7.4210
N 1.6693 -6.6155 2.5216
C 1.7772 -5.9318 1.6035
C 1.9194 -5.0963 0.4548
C 2.6271 -5.5341 -0.6644
C 2.7402 -4.6867 -1.7507
C 2.1624 -3.4252 -1.6764
N 1.4825 -3.0108 -0.6137
C 1.3461 -3.8226 0.4194
H 3.0704 -6.5210 -0.6701
H 3.2739 -4.9977 -2.6383
H 2.2327 -2.7102 -2.4905
H 0.7580 -3.4479 1.2499
C -4.3978 1.9437 0.4556
O -3.9305 0.6136 0.3580
C -2.5033 0.4024 0.6208
O -1.8180 0.5445 -0.5636
H -4.6582 2.1921 1.4887
H -5.2926 2.0160 -0.1577
H -3.6598 2.6618 0.0881
Cl 7.4295 2.0054 -0.0527
C 6.6967 0.4781 -0.4409
C 7.4491 -0.4486 -1.1241
C 6.8958 -1.6803 -1.4599
C 5.5742 -1.9583 -1.1091
C 4.8221 -1.0379 -0.4253
C 5.3515 0.2297 -0.0375
C 4.5950 1.1250 0.7011
H 8.4695 -0.2138 -1.3949
H 7.4948 -2.4077 -1.9902
H 5.1397 -2.9128 -1.3791
H 3.7930 -1.2562 -0.1655
H 4.9810 2.0862 1.0020
H 3.5860 0.8717 0.9911

Values from the calculation:
<S²>: 0.7941
E_LUMO (spin up / spin down): 0.072 / 0.039 Eh
2S+1: 2
charge: -1
HOMO energy (spin up / spin down): -5.1 / -5.1 eV


No. 8
# C4H8NS

A gas-phase ion, C4H8NS (charge +1) in a non-equilibrium geometry (wB97M-V/def2-TZVPD, the OMol25 dataset).

Geometry (Å):
C 1.1435 -1.4845 -1.5058
C -0.3251 -0.0237 0.0239
C -0.0606 -0.9925 -1.0871
C -1.3817 0.6020 0.6792
N -1.0778 1.6577 1.7061
S 2.5706 -1.1598 -0.7081
H 1.2259 -2.0679 -2.3232
H 3.3728 -1.5092 -1.6603
H 0.5997 0.4880 0.3550
H -1.0216 -1.2927 -1.6219
H -2.4274 0.3181 0.6316
H -1.1219 2.6470 1.3972
H -0.0447 1.4147 1.5479
H -1.4516 1.4028 2.5656

Values from the calculation:
structure (SMILES): [NH3+]/C=C/C=C\S
E_LUMO: -0.145 Eh
ΔE to the lowest compared entry with this formula, charge and spin: 162.7 kJ/mol
charge: +1
HOMO energy: -12.2 eV


No. 9
# C4H11NO

C4H11NO in the gas phase in a non-equilibrium geometry (wB97M-V/def2-TZVPD, the OMol25 dataset).

Geometry (Å):
C -1.9821 0.0787 0.4535
N -0.6277 0.0230 -0.1684
C -0.4605 -1.0208 -1.1666
C 0.4652 0.1157 0.8259
C 1.5204 1.0854 0.3511
O 2.6132 0.4570 -0.3416
H -2.6817 -0.2050 -0.3241
H -1.9882 -0.6342 1.2898
H -2.0920 1.0804 0.8611
H 0.3903 -1.6744 -0.9245
H -0.2083 -0.5113 -2.1077
H -1.3177 -1.6594 -1.3821
H 0.7045 -0.9104 1.1239
H 0.0654 0.5344 1.7618
H 2.0386 1.4691 1.2322
H 1.1327 1.8299 -0.3388
H 2.4279 -0.0582 -1.1455

Values from the calculation:
structure (SMILES): CN(C)CCO
E_LUMO: 0.037 Eh
ΔE to the lowest compared entry with this formula, charge and spin: 197.1 kJ/mol
HOMO energy: -8.3 eV


No. 10
# C3H6Br2N3

A gas-phase ion, C3H6Br2N3 (charge +1) in a non-equilibrium geometry (wB97M-V/def2-TZVPD, the OMol25 dataset).

Geometry (Å):
C -0.6181 -1.3827 -0.9354
C -0.8038 0.5069 0.4461
C 1.7064 0.3232 0.4916
N 0.5115 -0.8732 -1.1082
N -1.4730 -0.6193 -0.0840
N 0.6141 0.3492 -0.4437
Br -1.5253 2.3097 -0.3653
Br -3.0440 -1.4099 0.6870
H -0.9959 -2.2789 -1.4049
H -0.8360 0.7292 1.4806
H 1.6309 -0.6281 1.0900
H 2.6597 0.4239 0.0673
H 1.5103 1.2707 1.2084
H 0.6633 1.2792 -1.1295

Values from the calculation:
structure (SMILES): C[N@H+]1N=CN(Br)[C@@H]1Br
E_LUMO: -0.178 Eh
ΔE to the lowest compared entry with this formula, charge and spin: 186.0 kJ/mol
charge: +1
HOMO energy: -14.1 eV